C26H33AuN5O3P | ωB97M-V with the def2-TZVPD basis set

Structure (XYZ):
```
69
Properties=species:S:1:pos:R:3
Au -1.932 0.109 -1.142
C 3.019 -4.392 0.155
C 2.455 -3.224 -0.592
C 2.950 -1.903 -0.435
C 2.295 -0.809 -0.977
C 0.958 -0.936 -1.469
N 0.222 0.184 -1.720
C 0.751 1.384 -2.104
C 1.967 1.330 -2.860
C 2.607 2.504 -3.238
C 2.074 3.761 -2.969
C 2.522 5.062 -3.536
C 0.946 3.847 -2.166
C 0.191 2.684 -1.796
N -1.025 2.982 -1.110
C -1.325 4.195 -0.550
C -2.581 4.120 -0.056
C -3.034 2.802 -0.165
N -2.020 2.071 -0.690
C 0.486 -2.283 -1.718
C 1.351 -3.391 -1.422
N -0.824 -2.597 -2.207
C -1.184 -3.663 -2.974
C -2.492 -3.474 -3.345
C -2.943 -2.282 -2.738
N -1.927 -1.729 -2.088
H 3.738 -4.046 0.886
H 3.492 -5.142 -0.501
H 2.261 -4.894 0.750
H 3.829 -1.750 0.153
H 2.700 0.158 -0.897
H 2.380 0.345 -3.036
H 3.533 2.528 -3.772
H 3.605 5.126 -3.613
H 2.130 5.903 -2.930
H 2.163 5.207 -4.578
H 0.602 4.851 -1.857
H -0.666 5.029 -0.538
H -3.111 4.979 0.324
H -3.987 2.355 0.156
H 1.052 -4.404 -1.723
H -0.504 -4.428 -3.254
H -3.026 -4.196 -3.957
H -3.905 -1.791 -2.787
C -2.763 -0.029 4.668
C -3.021 0.383 3.234
O -1.719 0.635 2.593
P -1.057 -0.212 1.415
O 0.429 0.289 1.567
C 0.803 1.647 2.011
C 1.960 1.551 3.004
O -1.066 -1.700 1.918
C -0.545 -2.600 2.987
C -1.163 -3.945 2.697
H -3.657 0.111 5.309
H -1.916 0.527 5.096
H -2.484 -1.081 4.789
H -3.572 1.316 3.157
H -3.520 -0.377 2.651
H -0.092 2.083 2.472
H 1.025 2.197 1.100
H 1.689 0.938 3.904
H 2.214 2.568 3.322
H 2.863 1.119 2.516
H -0.814 -2.153 3.959
H 0.531 -2.610 2.824
H -2.265 -3.854 2.544
H -0.976 -4.602 3.562
H -0.682 -4.381 1.791
```

* orbital gap: 6.6230 eV
* spin multiplicity: 1
* HOMO: -5.898 eV


C26H33BClF2O12Si | ωB97M-V with the def2-TZVPD basis set

Structure (XYZ):
```
76
Properties=species:S:1:pos:R:3
C -0.426 5.316 3.728
C -0.601 3.773 3.415
O 0.657 3.305 2.906
C 0.544 2.859 1.533
C 0.129 1.339 1.576
O 1.268 0.429 1.485
C 1.241 -0.256 0.281
C 0.254 -1.328 0.077
C -0.747 -1.745 1.210
C -0.194 -2.890 2.121
O 0.710 -2.817 2.879
Cl -1.068 -4.504 2.034
C 0.184 -2.038 -1.216
C -0.885 -3.161 -1.501
C -2.285 -2.564 -1.937
O -2.393 -1.237 -1.392
Si -2.624 -0.008 -2.557
C -1.911 1.592 -1.761
C -1.677 -0.244 -4.184
C -4.466 0.384 -2.908
C 1.107 -1.729 -2.301
C 2.099 -0.648 -2.075
C 2.170 0.099 -0.813
O 3.104 1.112 -0.728
C 4.068 0.874 0.311
C 5.308 0.010 -0.123
C 6.487 0.340 0.894
O 5.790 0.285 -1.440
C 3.052 -0.304 -3.244
O 3.519 0.782 -3.483
C 3.384 -1.484 -4.216
C 2.492 -2.494 -4.406
C 1.134 -2.447 -3.668
O 0.172 -2.942 -4.218
H -0.268 5.835 2.740
H -1.289 5.745 4.293
H 0.525 5.421 4.308
H -1.476 3.573 2.747
H -0.830 3.279 4.403
H -0.252 3.427 0.985
H 1.568 3.022 1.096
H -0.666 1.100 0.817
H -0.340 1.160 2.585
H -1.037 -0.887 1.869
H -1.709 -2.122 0.770
H -0.480 -3.954 -2.171
H -1.050 -3.655 -0.501
H -3.070 -3.183 -1.408
H -2.512 -2.648 -3.029
H -1.674 2.375 -2.524
H -0.916 1.267 -1.324
H -2.530 1.951 -0.902
H -2.115 -1.127 -4.725
H -1.921 0.657 -4.822
H -0.569 -0.300 -4.073
H -4.507 1.499 -3.086
H -4.860 -0.090 -3.841
H -5.081 0.196 -1.994
H 4.450 1.882 0.645
H 3.624 0.411 1.239
H 4.999 -1.073 -0.051
H 6.897 1.327 0.540
H 7.254 -0.472 0.859
H 6.078 0.507 1.929
H 5.865 -0.543 -1.942
H 4.337 -1.549 -4.785
H 2.727 -3.344 -5.092
B -4.898 -1.827 4.042
O -4.131 -1.029 3.054
C -3.631 0.020 3.684
O -2.951 0.871 3.162
C -4.036 -0.026 5.120
O -3.743 0.782 5.964
O -4.776 -1.104 5.330
F -4.344 -3.123 4.155
F -6.255 -1.910 3.654
```

* orbital gap: 7.7737 eV
* spin multiplicity: 1
* HOMO: -7.086 eV
* total charge: -1


C26H33BO2S | ωB97M-V with the def2-TZVPD basis set

Structure (XYZ):
```
63
Properties=species:S:1:pos:R:3
C 6.312 0.484 -0.151
C 4.928 0.576 0.359
C 4.451 0.656 1.658
C 3.010 0.692 1.730
C 2.417 0.719 0.484
B 0.794 0.463 0.201
C 0.637 2.088 0.156
C 0.380 2.806 1.320
C 0.181 4.193 1.263
C 0.252 4.861 0.033
C 0.578 4.144 -1.123
C 0.804 2.765 -1.051
O 0.684 -0.297 -0.990
C 0.813 -1.656 -0.529
C 0.015 -2.496 -1.515
C 2.261 -2.103 -0.566
C 0.247 -1.616 0.980
C -1.217 -1.983 1.035
C 0.968 -2.494 1.998
O 0.357 -0.237 1.364
S 3.607 0.799 -0.769
H 7.011 0.445 0.686
H 6.471 -0.389 -0.794
H 6.528 1.381 -0.748
H 5.090 0.666 2.533
H 2.465 0.725 2.663
H 0.360 2.283 2.276
H -0.029 4.744 2.182
H 0.088 5.945 -0.020
H 0.662 4.647 -2.093
H 1.147 2.218 -1.928
H -0.040 -3.539 -1.173
H -0.993 -2.093 -1.666
H 0.528 -2.484 -2.487
H 2.323 -3.186 -0.375
H 2.683 -1.885 -1.556
H 2.865 -1.578 0.188
H -1.416 -3.032 0.772
H -1.618 -1.783 2.038
H -1.763 -1.347 0.343
H 0.793 -3.558 1.765
H 2.045 -2.307 2.039
H 0.545 -2.292 2.994
C -2.095 1.407 -1.793
C -2.557 0.776 -0.534
C -2.629 1.576 0.710
C -3.445 -0.360 -0.664
C -4.169 -0.905 0.451
C -4.760 -2.159 0.365
C -4.738 -2.878 -0.835
C -4.204 -2.279 -1.982
C -3.595 -1.038 -1.915
H -1.299 0.813 -2.271
H -2.939 1.484 -2.497
H -1.712 2.416 -1.617
H -2.293 0.987 1.579
H -2.019 2.486 0.654
H -3.688 1.879 0.865
H -4.194 -0.350 1.384
H -5.263 -2.566 1.247
H -5.120 -3.899 -0.907
H -4.276 -2.782 -2.949
H -3.229 -0.555 -2.816
```

* ΔE to the lowest compared entry with this formula, charge and spin: 26.57 kJ/mol
* orbital gap: 3.0015 eV
* spin multiplicity: 1
* HOMO: -6.060 eV


C26H33BrGe2IIrN3O4 | ωB97M-V with the def2-TZVPD basis set

Structure (XYZ):
```
71
Properties=species:S:1:pos:R:3
Ir -0.184 0.723 -0.203
O -0.435 2.039 5.624
C -1.209 2.810 4.877
O -1.792 3.765 5.294
C -1.365 2.467 3.415
C -2.147 3.264 2.593
N -2.079 2.767 1.353
N -1.306 1.673 1.313
C -0.857 1.492 2.553
C 0.133 0.411 2.743
O 0.614 0.172 3.822
O 0.472 -0.266 1.633
H -0.025 1.315 5.119
H -2.730 4.135 2.846
H -2.529 3.113 0.519
C -1.358 -3.217 -2.606
C -1.407 -2.074 -1.579
Ge 0.433 -1.383 -1.368
C 1.293 -1.106 -3.122
C 2.717 -0.580 -3.143
C 1.572 -2.658 -0.501
C 2.256 -2.738 0.641
Ge 1.932 -1.653 2.236
C 3.398 -0.443 2.646
C 4.520 -0.508 1.609
C 0.844 -2.751 3.424
C -0.454 -3.200 2.748
C 3.278 -3.800 0.877
C 3.864 -3.943 2.137
C 4.812 -4.922 2.393
C 5.202 -5.780 1.379
C 4.652 -5.639 0.111
C 3.709 -4.658 -0.138
H -2.337 -3.693 -2.671
H -0.644 -3.991 -2.324
H -1.100 -2.855 -3.600
H -1.763 -2.434 -0.613
H -2.093 -1.297 -1.919
H 0.628 -0.528 -3.766
H 1.275 -2.139 -3.489
H 2.785 0.442 -2.772
H 3.100 -0.572 -4.164
H 3.385 -1.202 -2.545
H 1.749 -3.436 -1.250
H 3.759 -0.675 3.650
H 2.979 0.563 2.703
H 5.015 -1.478 1.605
H 5.274 0.247 1.828
H 4.147 -0.323 0.599
H 0.648 -2.221 4.352
H 1.456 -3.622 3.665
H -1.072 -2.352 2.438
H -1.050 -3.794 3.440
H -0.258 -3.814 1.869
H 3.612 -3.280 2.961
H 5.244 -5.011 3.381
H 5.942 -6.546 1.568
H 4.966 -6.294 -0.690
H 3.325 -4.559 -1.144
I 1.941 2.019 -0.459
Br -3.969 3.745 -4.763
C -2.852 2.861 -3.571
C -1.473 3.006 -3.647
C -0.676 2.352 -2.732
N -1.186 1.577 -1.758
C -2.526 1.417 -1.706
C -3.385 2.033 -2.584
H -1.016 3.617 -4.412
H 0.399 2.427 -2.780
H -2.907 0.760 -0.932
H -4.450 1.868 -2.504
```

* ΔE to the lowest compared entry with this formula, charge and spin: 57.09 kJ/mol
* expectation value of S²: 0.760
* orbital gap (spin up / spin down): 5.3959 / 4.9813 eV
* spin multiplicity: 2
* HOMO (spin up / spin down): -13.556 / -13.553 eV
* total charge: +2


C26H33N10O2P2Rh | ωB97M-V with the def2-TZVPD basis set

Structure (XYZ):
```
74
Properties=species:S:1:pos:R:3
Rh 0.111 0.060 -0.121
C 3.769 -3.526 -2.219
N 3.242 -2.275 -1.653
C 3.970 -1.135 -1.445
C 3.120 -0.211 -0.920
N 1.882 -0.784 -0.811
C 1.977 -2.042 -1.263
P 0.601 -3.224 -1.342
C 0.028 -2.897 0.353
N -0.266 -1.705 0.856
C -0.798 -1.907 2.103
C -0.807 -3.247 2.353
N -0.282 -3.857 1.249
C -0.092 -5.306 1.085
C -0.530 -2.045 -2.152
N -0.799 -0.813 -1.742
C -1.745 -0.298 -2.591
C -2.032 -1.237 -3.537
N -1.260 -2.328 -3.252
C -1.249 -3.587 -4.012
H 4.825 -3.394 -2.433
H 3.653 -4.343 -1.510
H 3.250 -3.772 -3.143
H 5.017 -1.061 -1.687
H 3.326 0.802 -0.618
H -1.155 -1.098 2.717
H -1.148 -3.797 3.215
H -0.302 -5.799 2.029
H -0.771 -5.696 0.329
H 0.932 -5.523 0.794
H -2.153 0.690 -2.468
H -2.713 -1.208 -4.371
H -1.954 -3.509 -4.834
H -0.259 -3.781 -4.416
H -1.546 -4.417 -3.375
C 0.789 3.464 -2.769
C 0.429 2.196 -2.304
N 0.626 1.812 -1.055
C 1.237 2.681 -0.201
C 1.626 3.964 -0.583
C 1.387 4.353 -1.917
C 2.282 4.798 0.388
C 2.550 4.347 1.630
C 2.210 3.008 2.026
C 2.561 2.440 3.268
C 2.247 1.129 3.512
C 1.577 0.385 2.535
N 1.191 0.910 1.385
C 1.536 2.199 1.112
H 0.591 3.731 -3.798
H -0.027 1.481 -2.974
H 1.702 5.325 -2.276
H 2.551 5.808 0.108
H 3.040 4.993 2.347
H 3.125 3.010 3.997
H 2.548 0.652 4.435
H 1.349 -0.658 2.701
N -5.558 0.302 0.677
C -4.581 1.371 0.258
P -3.100 1.240 1.390
O -3.564 0.218 2.401
O -1.838 1.035 0.618
C -3.004 2.795 2.424
N -3.361 2.422 3.840
H -5.676 -0.432 -0.021
H -6.488 0.667 0.895
H -5.141 -0.128 1.534
H -5.054 2.348 0.326
H -4.272 1.218 -0.773
H -3.669 3.576 2.064
H -1.985 3.170 2.375
H -4.199 2.894 4.184
H -2.612 2.617 4.506
H -3.540 1.393 3.815
```

* orbital gap: 8.2580 eV
* spin multiplicity: 1
* HOMO: -18.798 eV
* total charge: +4


C26H33N2O | ωB97M-V with the def2-TZVPD basis set

Structure (XYZ):
```
62
Properties=species:S:1:pos:R:3
C 2.812 -2.982 -2.351
N 2.070 -2.238 -1.360
C 1.795 -0.818 -1.317
C 1.313 -0.130 -2.623
C 0.034 -0.813 -3.073
C 2.400 -0.205 -3.689
C 1.080 1.323 -2.238
N 0.826 -0.732 -0.221
C 1.324 -1.698 0.752
C 0.407 -2.114 1.900
C 0.648 -1.254 3.125
C 1.811 -1.392 3.899
C 2.084 -0.476 4.920
C 1.179 0.562 5.182
C 0.008 0.679 4.428
C -0.277 -0.267 3.448
C 1.717 -2.834 -0.166
O 1.696 -4.036 0.067
H 3.120 -3.931 -1.901
H 2.189 -3.223 -3.225
H 3.708 -2.442 -2.684
H 2.728 -0.286 -1.012
H -0.705 -0.792 -2.263
H -0.404 -0.320 -3.950
H 0.217 -1.858 -3.340
H 3.356 0.165 -3.293
H 2.556 -1.219 -4.073
H 2.124 0.420 -4.548
H 2.003 1.767 -1.843
H 0.732 1.913 -3.099
H 0.315 1.393 -1.456
H 0.761 0.197 0.193
H 2.268 -1.309 1.196
H -0.645 -2.074 1.576
H 0.665 -3.159 2.133
H 2.505 -2.204 3.673
H 2.999 -0.576 5.508
H 1.384 1.284 5.971
H -0.690 1.502 4.599
H -1.203 -0.226 2.876
C -2.901 -0.177 -0.970
C -3.473 -0.071 -2.432
C -2.877 1.203 -2.948
C -2.101 1.816 -1.983
C -2.022 1.026 -0.794
C -1.767 1.619 0.492
C -1.032 2.832 0.583
C -1.236 3.691 1.656
C -2.107 3.334 2.694
C -2.683 2.059 2.710
C -2.489 1.187 1.640
H -3.725 -0.131 -0.242
H -2.382 -1.132 -0.803
H -3.191 -0.954 -3.021
H -4.573 -0.005 -2.432
H -3.075 1.582 -3.947
H -1.642 2.801 -2.093
H -0.372 3.125 -0.237
H -0.706 4.640 1.695
H -2.329 4.040 3.496
H -3.272 1.724 3.566
H -2.958 0.197 1.648
```

* ΔE to the lowest compared entry with this formula, charge and spin: 66.37 kJ/mol
* orbital gap: 5.5830 eV
* spin multiplicity: 1
* HOMO: -11.289 eV
* total charge: +1


C26H33N2O2 | ωB97M-V with the def2-TZVPD basis set

Structure (XYZ):
```
63
Properties=species:S:1:pos:R:3
C 6.108 0.031 -2.454
C 5.334 0.916 -2.126
C 5.103 1.356 -0.704
N 3.583 1.379 -0.400
C 2.702 0.229 -0.365
O 1.426 0.523 0.110
C 3.093 -1.157 -0.188
H 4.089 -1.010 -1.047
C 2.095 -1.868 -1.203
H 1.617 -1.303 -1.796
H 2.605 -2.440 -1.693
C 1.089 -2.503 -0.245
N 0.981 -1.894 0.895
C 2.174 -1.591 1.912
H 2.071 -0.807 2.380
H 2.082 -2.593 2.645
C 3.472 -1.802 1.085
H 3.789 -2.702 0.970
H 4.302 -0.966 1.504
C -0.317 -1.964 1.869
C -1.537 -1.815 0.782
C -1.951 -0.440 0.594
C -2.935 -0.215 -0.320
C -3.778 -1.361 -0.602
C -3.371 -2.524 -0.583
C -2.189 -2.866 0.459
H -2.017 -4.072 0.800
H -3.946 -3.362 -0.684
O -4.879 -1.374 -1.457
C -5.209 -0.113 -1.960
C -5.714 0.958 -0.987
C -5.638 2.198 -1.205
C -6.037 3.109 -0.065
C -6.665 2.418 1.039
C -6.794 1.108 1.211
C -6.267 0.530 0.249
H -6.380 -0.736 0.149
H -7.214 0.781 2.363
H -7.019 3.250 1.852
H -6.093 4.266 -0.112
H -5.078 2.556 -1.813
H -6.214 -0.244 -2.462
H -4.555 0.369 -2.596
H -3.225 0.533 -0.653
H -1.346 0.378 0.670
H -0.088 -3.106 2.102
H -0.244 -1.446 2.653
H 1.032 -0.857 0.624
H 0.267 -2.709 -0.736
H 1.476 -3.479 0.266
C 3.062 2.824 -0.311
C 3.408 3.476 0.990
C 4.124 2.904 1.985
H 4.212 3.300 3.088
H 4.323 1.731 2.202
H 3.165 4.577 1.288
H 3.419 3.302 -1.160
H 1.866 2.758 -0.314
H 5.438 0.618 -0.004
H 5.559 2.216 -0.162
H 4.648 1.416 -2.915
H 6.266 -0.169 -3.494
H 6.718 -0.523 -1.917
```

* ΔE to the lowest compared entry with this formula, charge and spin: 2314.60 kJ/mol
* SMILES: C=CCN(CC=C)C(=O)[C@H]1CC[N@H+](Cc2ccc(OCc3ccccc3)cc2)CC1
* orbital gap: 8.0675 eV
* spin multiplicity: 1
* HOMO: -10.645 eV
* total charge: +1


In order of appearance, total energy = -54069.064; -78585.254; -43102.345; -234157.518; -68049.357; -32518.171; -34545.130 eV.